C48H97AlBrN3O10S | ωB97M-V/def2-TZVPD

- HOMO energy (eV) = -5.8
- net charge = 0
- total energy (hartree) = -6017.93120

Cartesian coordinates (Å):
C -4.78 -0.91 3.87
C -6.06 -1.74 4.01
C -6.74 -1.95 2.65
C -7.89 -0.98 2.39
C -7.88 -0.34 0.99
C -7.75 -1.35 -0.16
C -6.81 -0.75 -1.21
C -6.40 -1.74 -2.32
C -4.92 -1.60 -2.70
C -4.62 -0.78 -3.96
C -4.49 0.72 -3.74
C -3.45 1.05 -2.64
C -4.16 1.75 -1.47
C -3.42 1.73 -0.12
C -2.66 0.44 0.15
S -0.93 0.65 -0.36
C -0.14 1.67 0.89
C 0.17 3.05 0.26
C 0.03 4.20 1.29
C -0.84 5.28 0.66
C 1.40 4.79 1.59
C -0.27 -1.03 -0.40
C 1.04 -1.21 0.35
N 1.81 -2.34 -0.15
C 1.00 -3.56 -0.38
C 0.79 -3.81 -1.88
C 2.89 -2.58 0.78
C 2.61 -3.27 2.10
O 4.00 -2.20 0.52
H -3.93 -1.52 3.58
H -4.53 -0.43 4.81
H -4.92 -0.11 3.14
H -5.75 -2.73 4.35
H -6.72 -1.28 4.73
H -6.01 -1.92 1.84
H -7.16 -2.95 2.67
H -7.79 -0.16 3.10
H -8.87 -1.40 2.59
H -8.83 0.18 0.88
H -7.10 0.41 0.95
H -8.71 -1.48 -0.64
H -7.33 -2.30 0.17
H -7.22 0.16 -1.66
H -5.91 -0.45 -0.67
H -6.52 -2.77 -1.91
H -7.06 -1.67 -3.16
H -4.56 -2.61 -2.91
H -4.36 -1.27 -1.83
H -3.67 -1.15 -4.35
H -5.34 -1.01 -4.74
H -4.14 1.19 -4.66
H -5.45 1.16 -3.51
H -3.00 0.09 -2.38
H -2.65 1.67 -3.04
H -5.17 1.39 -1.39
H -4.25 2.79 -1.76
H -2.80 2.60 0.03
H -4.18 1.79 0.66
H -3.00 -0.42 -0.42
H -2.71 0.16 1.20
H 0.79 1.25 1.26
H -0.78 1.86 1.75
H -0.55 3.23 -0.54
H 1.15 3.01 -0.20
H -0.45 3.84 2.19
H -0.60 5.40 -0.40
H -1.89 5.00 0.70
H -0.69 6.24 1.15
H 1.80 5.30 0.72
H 2.13 4.02 1.86
H 1.26 5.52 2.38
H -0.17 -1.36 -1.43
H -1.02 -1.66 0.07
H 1.65 -0.32 0.20
H 0.88 -1.28 1.43
H 1.57 -4.41 -0.02
H 0.06 -3.58 0.18
H 1.02 -4.84 -2.10
H 1.46 -3.19 -2.47
H -0.24 -3.66 -2.19
H 2.92 -2.59 2.88
H 1.56 -3.52 2.21
H 3.19 -4.18 2.12
C 5.69 -1.89 5.08
C 4.20 -1.69 4.89
O 3.58 -2.76 5.41
H 5.86 -2.84 4.57
H 6.29 -1.09 4.62
H 6.01 -1.97 6.12
H 4.06 -1.52 3.78
H 3.96 -0.68 5.30
Al 5.49 -4.05 3.54
O -1.05 5.42 3.85
C -1.27 6.59 4.04
O -0.25 7.45 3.96
C -0.41 8.88 4.03
C -0.49 9.37 5.46
C -2.64 7.08 4.44
H -1.26 9.20 3.43
H 0.48 9.29 3.55
H -1.35 8.95 5.98
H -0.56 10.45 5.49
H 0.39 9.06 6.01
H -2.78 6.89 5.51
H -3.38 6.51 3.88
H -2.82 8.13 4.24
O -0.60 -2.68 -4.82
H -0.63 -3.61 -5.04
H 0.28 -2.39 -5.11
C 4.21 2.43 4.05
C 5.01 3.55 4.68
O 4.68 4.80 4.08
H 4.41 2.38 2.98
H 4.47 1.46 4.50
H 3.14 2.60 4.18
H 6.08 3.40 4.54
H 4.81 3.61 5.76
H 3.73 4.95 4.22
O 7.99 -5.78 1.34
C 8.26 -5.02 0.46
O 9.16 -5.29 -0.51
C 9.34 -4.14 -1.35
C 8.08 -3.31 -1.18
C 7.70 -3.62 0.27
H 10.24 -3.61 -1.02
H 9.48 -4.46 -2.38
H 8.23 -2.25 -1.38
H 7.30 -3.67 -1.85
H 8.20 -2.95 0.97
H 6.63 -3.61 0.42
N -1.48 4.76 -5.12
C -0.70 5.65 -4.44
C 0.01 4.96 -3.50
C -0.36 3.59 -3.61
C -1.28 3.50 -4.62
H -2.11 4.99 -5.87
H -0.71 6.70 -4.69
H 0.71 5.39 -2.80
H 0.00 2.77 -3.02
H -1.81 2.65 -5.03
O -10.57 -3.26 -2.36
C -10.12 -4.46 -2.60
C -9.67 -4.74 -4.15
O -9.21 -5.97 -4.34
H -10.83 -5.30 -2.36
H -9.19 -4.77 -2.02
H -8.95 -3.93 -4.39
H -10.57 -4.45 -4.75
Br -7.14 -4.50 -3.02
C 12.98 -6.33 -4.92
C 13.12 -4.90 -5.42
C 12.10 -3.94 -4.80
C 10.73 -4.27 -5.19
N 9.65 -4.53 -5.49
H 12.01 -6.76 -5.20
H 13.75 -6.97 -5.36
H 13.07 -6.38 -3.84
H 13.03 -4.89 -6.51
H 14.12 -4.54 -5.18
H 12.32 -2.92 -5.12
H 12.19 -3.96 -3.71

Atomic partial charges in e from the Löwdin method, atoms 1 to 5:
1 C -0.121
2 C -0.256
3 C -0.219
4 C -0.205
5 C -0.210



BrH7NOPSb | ωB97M-V/def2-TZVPD

- HOMO energy (eV) = -3.6
- net charge = -1
- total energy (hartree) = -3289.77398

Cartesian coordinates (Å):
N 1.39 -1.55 0.46
P 1.20 -0.16 -0.58
O 1.96 1.10 0.30
Sb -1.25 0.37 -0.33
Br -1.95 -2.08 -0.88
H 0.74 -1.45 1.24
H 2.32 -1.61 0.82
H 1.85 1.85 -0.26
H -1.25 0.76 -2.03
H -2.95 0.82 -0.25
H -1.26 -0.10 1.38
H -0.81 2.03 0.11

Atomic partial charges in e from the natural (NBO) method, atoms 1 to 5:
1 N -1.139
2 P 0.752
3 O -1.007
4 Sb 0.726
5 Br -0.610



C5H12ClINP | ωB97M-V/def2-TZVPD

- HOMO energy (eV) = -9.2
- net charge = 0
- total energy (hartree) = -1351.66028

Cartesian coordinates (Å):
C -2.15 -1.44 -0.03
C -1.32 -0.11 0.23
C 0.24 -0.33 0.45
C 1.08 0.95 0.59
C 0.60 1.92 1.75
N 0.81 -1.13 -0.58
P 1.32 -0.66 -1.99
Cl 1.77 -2.41 -2.81
I 0.22 0.61 -3.94
H -2.79 -1.60 0.86
H -2.70 -1.51 -0.88
H -1.58 -2.44 -0.06
H -1.56 0.27 1.21
H -1.48 0.65 -0.56
H 0.53 -1.07 1.36
H 0.96 1.38 -0.38
H 2.15 0.67 0.70
H 0.68 1.28 2.70
H 1.21 2.78 1.92
H -0.50 1.98 1.64
H 2.51 0.24 -2.19

Atomic partial charges in e from the natural (NBO) method, atoms 1 to 5:
1 C -0.616
2 C -0.417
3 C -0.035
4 C -0.402
5 C -0.622



Values for M, u, ordered as above
1015.268 269.700 279.489
Values for LUMO level, eV, ordered as above
-0.98 3.72 -0.72